# C5H11N

C5H11N in the gas phase in a non-equilibrium geometry (ωB97M-V/def2-TZVPD, the OMol25 dataset).

Properties
**Relative energy (zero: lowest compared OMol25 entry of this formula, charge and spin)**: 251.6 kJ/mol
**LUMO energy**: 1.087 eV
**Molecular weight**: 85.1 g/mol
**Electronic energy**: -6850.921 eV
**E_HOMO**: -8.2 eV
**Charge**: 0
**HOMO-LUMO gap**: 9.255 eV
**SMILES**: C/C=C/NCC

Last column: natural (NBO) charge in e.
Atoms and positions in Å:
C1 -1.04623 -2.49224 1.24123  -0.657
C2 -0.60559 -1.17796 0.78658  -0.264
C3 0.62779 -0.96013 0.15838  0.004
N1 1.26722 0.08834 -0.54335  -0.636
C4 0.27381 1.15346 -1.14701  -0.231
C5 0.38576 2.63620 -0.68501  -0.626
H1 -0.59472 -3.45451 0.85212  0.226
H2 -1.00142 -2.53670 2.37754  0.214
H3 -2.16368 -2.67464 1.10673  0.217
H4 -1.44157 -0.44244 0.60271  0.195
H5 1.38493 -1.72050 0.33751  0.175
H6 1.86548 0.88805 0.00854  0.376
H7 -0.76545 0.87823 -1.11489  0.190
H8 0.47127 1.03239 -2.29312  0.185
H9 -0.01420 3.32706 -1.41274  0.226
H10 1.46477 2.73702 -0.56778  0.195
H11 -0.10817 2.71837 0.29256  0.209

Force components x, y, z for each atom (eV/Å):
C -1.80 -2.54 2.18
C 1.65 2.28 -3.87
C -0.81 -0.65 2.74
N -1.32 5.47 0.62
C 0.56 -1.01 -2.98
C 0.80 -2.30 0.53
H 0.07 1.46 0.27
H 0.25 -0.13 -1.09
H 1.27 0.53 -0.24
H 1.09 -0.57 0.48
H -0.24 -0.39 -0.03
H -1.26 -3.56 -0.79
H -0.35 -0.66 0.60
H -0.09 0.73 1.85
H -0.04 0.10 -0.09
H 0.04 0.94 0.10
H 0.19 0.30 -0.27